14
Properties=species:S:1:pos:R:3:nbo_charge:R:1 method="wB97M-V/def2-TZVPD" smiles=OCC1COC1 molar_mass_g_mol=88.11 e_lumo_ev=0.8 e_tot_ha=-307.58086
O -1.806 1.455 0.553 -0.72
C -0.471 1.000 0.539 -0.05
C -0.291 -0.408 0.082 -0.31
C -0.046 -0.567 -1.420 -0.05
O 1.363 -0.756 -1.206 -0.53
C 1.177 -0.814 0.214 -0.05
H -1.492 1.460 1.509 0.49
H -0.176 1.012 1.683 0.11
H 0.211 1.719 0.083 0.18
H -1.049 -1.056 0.535 0.22
H -0.518 -1.449 -1.867 0.18
H -0.257 0.314 -2.039 0.18
H 1.343 -1.816 0.622 0.18
H 1.819 -0.095 0.746 0.17

=====

48
Properties=species:S:1:pos:R:3:nbo_charge:R:1 method="wB97M-V/def2-TZVPD" smiles=CCO.CCO.CCO.CO.CO.O.O.O molar_mass_g_mol=256.34 e_lumo_ev=-0.2 e_tot_ha=-925.85046
C 4.239 0.200 -3.361 -0.64
C 3.631 0.513 -2.027 -0.07
O 2.219 0.239 -1.995 -0.77
H 5.242 0.631 -3.416 0.22
H 3.666 0.637 -4.182 0.21
H 4.318 -0.872 -3.532 0.21
H 3.807 1.540 -1.702 0.18
H 4.070 -0.123 -1.256 0.18
H 1.739 1.060 -2.137 0.49
C -1.920 1.558 2.367 -0.64
C -2.696 0.533 3.165 -0.06
O -1.974 -0.672 3.389 -0.73
H -1.229 2.129 2.994 0.20
H -2.629 2.301 1.978 0.20
H -1.338 1.182 1.526 0.21
H -3.631 0.283 2.658 0.16
H -2.930 0.971 4.135 0.17
H -2.081 -1.222 2.603 0.49
C -4.519 -0.342 -0.330 -0.63
C -3.634 -1.577 -0.498 -0.06
O -2.647 -1.620 0.536 -0.77
H -3.885 0.545 -0.410 0.20
H -4.952 -0.328 0.673 0.21
H -5.342 -0.301 -1.043 0.21
H -3.118 -1.544 -1.459 0.17
H -4.213 -2.491 -0.380 0.17
H -1.908 -1.067 0.249 0.50
C 1.286 -2.416 1.232 -0.26
O 1.818 -3.060 2.377 -0.72
H 1.898 -1.623 0.790 0.15
H 1.148 -3.149 0.426 0.17
H 0.302 -2.025 1.483 0.19
H 2.775 -3.090 2.300 0.46
C 1.707 1.423 1.673 -0.26
O 1.606 2.565 0.836 -0.73
H 1.163 1.469 2.619 0.17
H 1.337 0.509 1.198 0.17
H 2.770 1.250 1.834 0.18
H 0.768 2.517 0.370 0.46
O 1.159 -2.313 -2.422 -0.97
H 1.644 -1.477 -2.358 0.49
H 1.246 -2.592 -3.336 0.47
O -0.056 2.754 -1.817 -0.97
H -0.653 3.284 -1.276 0.49
H 0.455 3.401 -2.313 0.49
O -0.548 0.023 -0.545 -0.97
H 0.208 -0.524 -0.791 0.50
H -0.314 0.914 -0.826 0.49

=====

80
Properties=species:S:1:pos:R:3:mulliken_charge:R:1 method="wB97M-V/def2-TZVPD" molar_mass_g_mol=644.97 e_lumo_ev=-5.8 e_tot_ha=-4865.28524 total_charge=+1
O 6.260 -3.425 2.986 -0.42
C 7.176 -3.638 2.163 0.58
Br 8.674 -4.809 2.802 -0.10
C 7.273 -3.034 0.681 -0.43
O 6.602 -3.813 -0.343 -0.28
C 5.373 -4.373 0.108 0.31
O 5.250 -5.627 -0.005 -0.47
C 4.126 -3.573 0.688 0.82
C 2.828 -4.418 1.011 -0.51
C 1.600 -3.678 1.624 -0.27
N 1.611 -2.241 1.897 -0.02
C 2.760 -1.421 1.598 0.16
Cl 2.758 0.350 1.966 -0.08
C 4.056 -2.053 0.980 -0.31
H 6.973 -1.916 0.671 0.19
H 8.397 -3.038 0.401 0.39
H 2.769 -5.538 0.819 0.42
H 0.645 -4.250 1.867 0.42
H 0.784 -1.768 2.313 0.32
H 4.947 -1.383 0.758 0.25
C -2.573 -1.021 -1.876 -1.32
C -1.683 -0.994 -0.665 0.89
O -2.082 -1.319 0.449 -0.68
N -0.391 -0.593 -0.824 0.00
C 0.276 -0.173 -2.039 -0.85
H -3.569 -1.361 -1.590 0.44
H -2.660 -0.018 -2.300 0.36
H -2.171 -1.715 -2.620 0.36
H 0.139 -0.601 0.036 0.00
H 1.126 -0.837 -2.210 0.26
H 0.642 0.846 -1.894 0.29
H -0.385 -0.201 -2.902 0.35
C -6.724 0.956 -1.932 -1.28
C -6.430 -0.474 -2.291 0.76
O -5.411 -1.046 -1.911 -0.68
N -7.332 -1.136 -3.061 -0.11
C -8.581 -0.642 -3.604 -0.92
H -5.915 1.350 -1.315 0.28
H -6.795 1.564 -2.837 0.36
H -7.653 1.017 -1.361 0.37
H -7.066 -2.090 -3.260 0.18
H -9.390 -1.272 -3.227 0.25
H -8.538 -0.729 -4.694 0.40
H -8.770 0.394 -3.330 0.36
C -6.840 -3.130 -7.297 -1.38
C -8.028 -2.819 -6.428 0.85
O -8.466 -1.681 -6.306 -0.71
N -8.621 -3.848 -5.764 -0.14
C -8.258 -5.249 -5.776 -0.87
H -6.478 -2.211 -7.759 0.32
H -6.034 -3.554 -6.694 0.37
H -7.126 -3.825 -8.089 0.37
H -9.411 -3.562 -5.202 0.24
H -9.115 -5.822 -6.137 0.30
H -8.031 -5.553 -4.752 0.29
H -7.397 -5.447 -6.411 0.33
C 4.774 3.299 7.089 -1.35
C 5.372 3.576 5.737 0.82
O 6.038 4.577 5.512 -0.64
N 5.153 2.671 4.742 -0.09
C 4.401 1.437 4.803 -0.59
H 5.034 4.107 7.773 0.33
H 3.685 3.246 7.015 0.34
H 5.172 2.364 7.491 0.37
H 5.586 2.926 3.865 0.24
H 5.072 0.616 4.540 0.33
H 3.596 1.493 4.068 -0.05
H 3.979 1.259 5.790 0.32
C 4.260 5.926 3.110 -0.97
C 3.076 6.739 2.666 0.68
O 2.003 6.222 2.375 -0.68
N 3.220 8.090 2.592 -0.16
C 4.394 8.882 2.891 -0.78
H 3.992 4.869 3.119 0.09
H 5.092 6.065 2.415 0.37
H 4.558 6.215 4.120 0.35
H 2.383 8.567 2.288 0.23
H 4.138 9.588 3.684 0.27
H 4.669 9.439 1.993 0.28
H 5.235 8.270 3.209 0.31

=====

18
Properties=species:S:1:pos:R:3:nbo_charge:R:1 method="wB97M-V/def2-TZVPD" smiles="CCN(C)C(C)=O" molar_mass_g_mol=101.15 e_lumo_ev=0.9 e_tot_ha=-327.06034
C 1.722 1.551 0.345 -0.62
C 0.904 0.494 1.079 -0.21
N -0.005 -0.245 0.238 -0.46
C -0.137 -1.715 0.500 -0.48
C -1.005 0.352 -0.468 0.68
C -1.711 -0.471 -1.547 -0.72
O -1.314 1.512 -0.253 -0.63
H 2.364 2.076 1.060 0.21
H 1.067 2.282 -0.132 0.24
H 2.369 1.107 -0.422 0.20
H 0.288 0.929 1.867 0.20
H 1.589 -0.241 1.528 0.19
H 0.342 -1.977 1.456 0.21
H -1.204 -1.996 0.636 0.21
H 0.464 -1.693 -0.418 0.27
H -1.744 0.121 -2.469 0.24
H -2.746 -0.646 -1.239 0.24
H -1.246 -1.438 -1.761 0.21

=====

What did we get for HOMO energy? Answer: -9.8; -9.6; -10.5; -8.8 eV, in the order shown.